# C35H65F17N5O5

5 unconnected molecules or ions with the total composition C35H65F17N5O5 at a distorted geometry (ωB97M-V with the def2-TZVPD basis set, OMol25).

* LUMO (spin up / spin down): 0.55 / 0.13 eV
* HOMO energy (spin up / spin down): -8.7 / -9.2 eV
* ⟨S²⟩: 0.754
* E_tot: -3720.14677 Ha

ORCA input file:
```
! RIJCOSX wB97M-V def2-TZVPD def2/J DEFGRID3
* xyz 0 2
C 5.85426 0.90402 -0.88713
C 4.40788 0.80063 -1.43634
C 3.59273 0.12926 -0.29001
C 3.79676 2.20072 -1.65187
C 4.14651 2.86332 -3.00077
C 3.50227 4.23985 -3.19197
C 2.00479 4.19788 -3.57183
C 1.08561 4.59694 -2.42132
F 1.01288 5.95380 -2.44885
F 1.55510 4.28212 -1.21125
C -0.40079 4.11399 -2.62097
F -1.16091 5.00206 -1.98943
F -0.64906 4.21976 -3.92322
C -0.59372 2.66062 -2.06271
F 0.52295 1.97067 -2.31506
F -0.65948 2.79645 -0.74358
C -1.89551 1.90217 -2.49319
F -2.41999 1.34177 -1.40062
F -2.77416 2.86247 -2.84699
C -1.80890 0.96184 -3.70557
F -3.03481 0.83705 -4.18873
F -1.11062 1.56433 -4.66385
C -1.21629 -0.46872 -3.55687
F -1.50610 -1.04464 -4.73319
F 0.09585 -0.48190 -3.50630
C -1.82226 -1.43363 -2.47880
F -1.73494 -2.65230 -3.00478
F -3.11392 -1.24141 -2.29379
C -1.04649 -1.51207 -1.11414
F -1.83766 -1.78527 -0.10559
F -0.31895 -0.45605 -0.83252
F -0.21754 -2.53527 -1.19937
C 3.86110 1.86609 -4.13722
C 4.63586 0.55756 -3.89610
C 6.16199 0.71657 -4.09937
C 4.20384 -0.42421 -5.02969
N 4.28126 -0.09889 -2.61080
O 3.07349 -0.55669 -2.71923
H 5.75959 1.29045 0.12520
H 6.36258 -0.05757 -0.87657
H 6.38948 1.66317 -1.45932
H 3.95361 0.43231 0.69089
H 3.76078 -0.94871 -0.36435
H 2.52501 0.27889 -0.41833
H 2.71818 2.11082 -1.51072
H 4.15063 2.83447 -0.83315
H 5.23088 3.02040 -2.99457
H 4.03554 4.74630 -3.99825
H 3.60661 4.87032 -2.30583
H 1.67377 3.24498 -3.97988
H 1.84773 4.93912 -4.35214
H 4.17732 2.24533 -5.11247
H 2.80719 1.58233 -4.17830
H 6.58567 1.54826 -3.53729
H 6.60837 -0.19848 -3.70205
H 6.39858 0.81433 -5.15345
H 4.82004 -0.24020 -5.91131
H 3.15263 -0.32953 -5.28325
H 4.46559 -1.42602 -4.68479
C -2.05761 1.15160 4.71585
C -2.31500 0.11326 3.62885
C -2.60327 -1.29318 4.17779
O -1.46086 -1.99872 4.62794
C -1.04324 -1.68303 5.94349
N -1.18091 0.11398 2.69617
H -1.06800 1.05038 5.16283
H -2.11723 2.15309 4.29148
H -2.80135 1.08421 5.51430
H -3.20639 0.43259 3.08025
H -3.01221 -1.89574 3.36125
H -3.37181 -1.26398 4.96291
H -1.89175 -1.46250 6.59835
H -0.34601 -0.84227 5.93755
H -0.51389 -2.54818 6.34383
H -1.39179 -0.50911 1.92164
H -0.40478 -0.34196 3.17081
C -7.45756 -2.66418 6.69638
C -7.21203 -1.95806 8.02595
C -5.73310 -1.62350 8.28018
O -4.93925 -2.72479 8.68163
C -4.46663 -3.53846 7.62340
N -7.78335 -2.76762 9.10629
H -7.15498 -3.71095 6.72088
H -8.51977 -2.64449 6.45074
H -6.91983 -2.17061 5.88344
H -7.75409 -1.00796 7.99268
H -5.68713 -0.91485 9.11197
H -5.28339 -1.12031 7.41323
H -4.24496 -2.95243 6.72637
H -5.18556 -4.32667 7.38904
H -3.54728 -4.02061 7.95667
H -7.70621 -2.25399 9.98030
H -7.17241 -3.56982 9.24193
C -5.93812 4.86603 1.02561
C -5.05649 3.66472 0.70065
C -4.74668 2.77571 1.91052
O -3.76350 3.30098 2.78151
C -4.25140 4.23354 3.72893
N -3.82429 4.12631 0.05934
H -5.39261 5.65088 1.54972
H -6.32673 5.30618 0.10684
H -6.79239 4.57266 1.64022
H -5.60529 3.05026 -0.02035
H -4.33072 1.83687 1.53108
H -5.65580 2.51357 2.46897
H -5.26272 3.98405 4.06285
H -4.23039 5.24753 3.32353
H -3.58514 4.20973 4.59239
H -3.29260 3.31131 -0.23217
H -3.24355 4.54611 0.78175
C 4.46487 -4.82916 -5.01302
C 5.91837 -4.79348 -5.47470
C 6.55989 -6.18580 -5.59071
O 6.93218 -6.76773 -4.35490
C 5.88557 -7.42267 -3.66098
N 6.68215 -3.91571 -4.58137
H 4.36933 -5.03534 -3.94703
H 3.98782 -3.86520 -5.19385
H 3.89848 -5.58627 -5.55990
H 5.92884 -4.35028 -6.47533
H 7.49168 -6.08059 -6.15378
H 5.92258 -6.87216 -6.16336
H 5.18270 -7.90496 -4.34612
H 5.35367 -6.72552 -3.00967
H 6.33459 -8.18935 -3.02923
H 7.62636 -3.81986 -4.94645
H 6.81024 -4.41543 -3.70436
*
```


# C35H66BO43S10

A molecular structure, C35H66BO43S10 at a distorted geometry (ωB97M-V with the def2-TZVPD basis set, OMol25).

* LUMO: 1.44 eV
* ΔE to the lowest compared entry with this formula, charge and spin: 0.0 kcal per mole
* HOMO energy: -7.2 eV
* E_tot: -8615.50947 Ha

ORCA input file:
```
! RIJCOSX wB97M-V def2-TZVPD def2/J DEFGRID3
* xyz -1 1
O -11.99917 -23.50702 -20.07538
C -11.00376 -24.17048 -19.97734
O -10.67934 -25.17687 -20.76785
B -9.32070 -25.66272 -20.45080
O -8.88950 -24.84408 -19.30745
C -9.80320 -23.92921 -19.02794
O -9.73602 -23.07064 -18.19478
O -8.40290 -25.43283 -21.61503
C -7.88141 -26.57791 -21.96928
O -7.04246 -26.74677 -22.81440
C -8.40229 -27.70024 -21.06023
O -9.30985 -27.11753 -20.26693
O -8.02387 -28.82529 -21.04514
C -8.57777 -24.44316 -24.78763
C -8.09201 -25.61200 -25.62950
O -9.29740 -25.93103 -26.37764
S -10.64932 -25.42497 -25.67921
O -11.44756 -26.50226 -25.23978
O -11.19362 -24.49327 -26.59926
O -9.94097 -24.69159 -24.45615
H -8.54273 -23.54399 -25.41309
H -7.99139 -24.26499 -23.89229
H -7.73277 -26.44406 -25.02864
H -7.39857 -25.33688 -26.41743
C -7.84871 -32.18009 -21.22226
C -6.66492 -31.76907 -20.36903
O -6.20604 -32.97258 -19.73616
S -6.66700 -34.26654 -20.52381
O -7.47873 -35.04380 -19.66604
O -5.56841 -34.86114 -21.17892
O -7.55843 -33.53807 -21.61751
H -7.89216 -31.55166 -22.10926
H -8.84252 -32.16384 -20.77416
H -6.89451 -31.02701 -19.61663
H -5.89337 -31.37110 -21.02964
C -6.27131 -22.63560 -17.99869
C -6.67443 -21.76411 -16.81484
O -6.61785 -22.72329 -15.73779
S -5.33632 -23.63370 -15.91393
O -5.60633 -24.88338 -15.30503
O -4.12682 -22.98128 -15.59517
O -5.53482 -23.75496 -17.50684
H -5.80254 -22.18853 -18.86972
H -7.20818 -23.02975 -18.40760
H -7.69431 -21.39570 -16.83419
H -5.99447 -20.94210 -16.59248
C -11.82656 -27.39332 -18.08081
C -11.05623 -28.70163 -18.09299
O -10.40189 -28.80323 -16.83876
S -10.61712 -27.47639 -15.96720
O -9.42088 -26.99340 -15.40588
O -11.74551 -27.67440 -15.12718
O -11.05424 -26.56655 -17.20327
H -12.81022 -27.55080 -17.62819
H -11.96527 -26.91931 -19.04694
H -10.38293 -28.83476 -18.93862
H -11.75555 -29.52977 -18.25649
C -13.50002 -28.10604 -22.88000
C -12.56303 -27.16103 -22.14362
O -11.59795 -28.09758 -21.62606
S -11.40056 -29.38655 -22.53204
O -11.48379 -30.51040 -21.67909
O -10.25052 -29.25722 -23.34831
O -12.67122 -29.12982 -23.44569
H -14.06058 -27.66699 -23.69811
H -14.20581 -28.54360 -22.16913
H -13.06488 -26.74143 -21.27476
H -12.11935 -26.37209 -22.73733
O -7.33340 -19.02203 -18.93385
S -6.04006 -19.30121 -19.47035
O -5.00907 -19.70593 -18.58335
O -6.10426 -20.39451 -20.61066
C -7.33348 -20.46025 -21.37485
C -8.30351 -21.41720 -20.71851
C -5.52720 -17.86422 -20.39142
H -7.14605 -20.65946 -22.42774
H -7.80437 -19.47033 -21.38654
H -9.27109 -21.43532 -21.21809
H -8.38100 -21.18010 -19.66383
H -7.94786 -22.44601 -20.86493
H -4.96898 -18.16722 -21.26742
H -4.94043 -17.27490 -19.69005
H -6.45000 -17.32147 -20.58111
O -2.43699 -29.29624 -23.17340
S -2.98552 -29.39828 -21.85971
O -3.44619 -30.64986 -21.35609
O -1.90875 -28.85789 -20.79452
C -0.72193 -29.65330 -20.68859
C 0.35500 -28.79765 -20.05460
C -4.16901 -28.11810 -21.56386
H -0.37742 -29.96092 -21.68226
H -0.90740 -30.58590 -20.15251
H 1.30700 -29.32128 -20.08590
H 0.09312 -28.51270 -19.03356
H 0.39284 -27.84347 -20.58302
H -4.30854 -28.02752 -20.49302
H -5.12275 -28.41339 -22.00288
H -3.75408 -27.27106 -22.10366
O -16.12801 -25.23200 -22.62438
S -15.12142 -24.45987 -23.26881
O -13.90295 -25.08310 -23.65534
O -15.69979 -23.81541 -24.58362
C -17.05456 -23.27933 -24.53158
C -16.97486 -21.77483 -24.65754
C -14.65634 -23.05896 -22.29145
H -17.58180 -23.63878 -23.64808
H -17.54494 -23.75255 -25.38156
H -17.94680 -21.28387 -24.71512
H -16.46417 -21.54295 -25.59305
H -16.42571 -21.33764 -23.82655
H -15.52405 -22.43989 -22.07936
H -13.82894 -22.58520 -22.80810
H -14.30552 -23.46698 -21.34180
O -10.21309 -19.10334 -20.76275
S -10.88468 -18.56780 -19.62112
O -10.74200 -17.18605 -19.31181
O -12.43922 -18.82787 -19.73393
C -12.87595 -20.15325 -20.18194
C -13.50242 -20.88377 -19.01805
C -10.43981 -19.53017 -18.21180
H -12.02467 -20.67844 -20.60561
H -13.62291 -19.90778 -20.93584
H -14.07312 -20.22145 -18.36432
H -12.68184 -21.19772 -18.36733
H -14.09122 -21.74683 -19.30895
H -9.55207 -19.12272 -17.74085
H -10.36207 -20.58413 -18.48436
H -11.25691 -19.50231 -17.48904
O -5.42275 -29.20220 -19.03468
S -6.28092 -28.55737 -18.08776
O -7.61171 -28.99928 -17.84611
O -5.53573 -28.52508 -16.67331
C -5.78274 -29.62301 -15.80217
C -4.98254 -30.85785 -16.11073
C -6.26541 -26.83096 -18.38694
H -6.84761 -29.87701 -15.77232
H -5.64746 -29.29183 -14.77098
H -4.99464 -31.58186 -15.29488
H -3.93601 -30.60270 -16.29850
H -5.33571 -31.40550 -16.98720
H -6.63395 -26.56154 -19.37347
H -5.27796 -26.41949 -18.20858
H -7.01974 -26.43655 -17.70392
C -5.90225 -31.18994 -26.58456
C -5.15399 -31.21961 -25.40938
C -5.72021 -30.70699 -24.24767
C -6.96228 -30.09270 -24.25774
C -7.74782 -30.18267 -25.40578
C -7.21769 -30.74579 -26.56250
H -5.44935 -31.52936 -27.50865
H -4.14172 -31.59927 -25.41514
H -5.22140 -30.77622 -23.28538
H -7.33826 -29.57191 -23.38521
H -8.80040 -29.93590 -25.34340
H -7.86603 -30.79283 -27.42922
*
```